Arrangement P

Entry from the Open Molecules 2025 dataset: a molecular structure, C26H59O2P3Re (ωB97M-V with the def2-TZVPD basis set).

Total charge: +4
Multiplicity: 4

Last column: Mulliken spin population.
CARTESIAN COORDINATES (ANGSTROEM)
Re: 0.012 -0.071 -0.196  1.52
C: 1.681 -0.391 -1.203  0.10
O: 2.733 -0.552 -1.717  0.12
C: -1.943 0.090 -0.130  0.11
O: -3.109 0.220 -0.003  0.12
P: -0.158 2.069 -1.415  0.02
C: -0.608 1.946 -3.241  0.01
H: -0.639 2.981 -3.612  0.00
C: -1.547 3.240 -0.908  0.07
H: -2.434 2.590 -1.017  0.01
C: 1.446 3.043 -1.583  0.07
H: 2.104 2.288 -2.049  0.00
C: 1.129 -3.508 0.665  0.10
P: -0.282 -2.429 0.026  0.12
H: -1.017 -4.094 -1.613  -0.01
H: 1.951 -3.236 -0.019  0.01
C: -1.781 -3.349 0.735  0.10
H: -1.478 -4.400 0.624  -0.01
C: -1.471 3.650 0.555  0.01
H: -2.346 4.267 0.800  0.00
H: -0.577 4.243 0.787  0.00
H: -1.499 2.777 1.213  0.01
C: -1.768 4.472 -1.798  0.01
H: -0.959 5.207 -1.700  0.00
H: -2.695 4.959 -1.458  0.01
H: -1.908 4.231 -2.859  0.00
C: 1.395 4.265 -2.501  0.01
H: 0.948 4.065 -3.482  0.00
H: 2.434 4.575 -2.683  0.01
H: 0.879 5.111 -2.036  0.00
C: 2.078 3.424 -0.246  0.01
H: 3.059 3.883 -0.433  0.00
H: 2.251 2.532 0.371  0.01
H: 1.479 4.150 0.317  0.00
C: 0.482 1.220 -4.021  0.00
H: 1.460 1.709 -3.941  0.00
H: 0.210 1.171 -5.085  0.00
H: 0.616 0.196 -3.655  0.00
C: -2.004 1.351 -3.467  -0.01
H: -2.079 0.326 -3.078  0.00
H: -2.211 1.312 -4.548  0.00
H: -2.795 1.951 -2.996  0.00
C: 0.868 -5.017 0.563  0.03
H: 0.417 -5.335 -0.382  0.00
H: 0.241 -5.377 1.389  0.00
H: 1.838 -5.530 0.648  0.02
C: 1.594 -3.169 2.079  0.00
H: 0.899 -3.516 2.856  0.00
C: -1.242 -2.205 -2.595  -0.01
H: 1.762 -2.093 2.206  0.01
H: 2.563 -3.660 2.267  0.01
C: 0.919 -3.504 -2.362  0.02
H: -0.743 -1.221 -2.639  0.04
H: -1.290 -2.610 -3.614  0.00
H: -2.272 -2.029 -2.262  0.01
C: -0.434 -3.165 -1.726  0.07
H: 0.770 -3.777 -3.415  0.00
H: 1.408 -4.346 -1.865  0.00
H: 1.613 -2.654 -2.339  0.00
C: -3.084 -3.165 -0.041  0.02
H: -3.391 -2.113 -0.071  0.01
H: -3.871 -3.726 0.483  0.02
H: -3.028 -3.556 -1.062  0.00
C: -2.042 -3.100 2.221  0.02
H: -2.333 -2.058 2.406  0.00
H: -1.195 -3.360 2.865  0.00
H: -2.889 -3.729 2.532  0.02
H: -0.098 -1.580 -4.679  0.00
H: -0.393 -0.896 -4.769  0.00
C: -0.466 2.639 3.615  0.00
C: 0.734 2.149 2.802  0.07
P: 0.672 0.502 1.905  -0.09
C: 2.547 0.189 2.018  0.07
C: 3.178 -0.160 3.370  0.02
C: -0.197 -0.471 3.222  0.05
C: 0.203 -0.333 4.689  0.01
H: -0.966 3.472 3.107  0.00
H: -0.111 3.031 4.577  0.00
H: -1.211 1.861 3.815  0.00
H: 1.000 2.897 2.043  -0.01
H: 1.612 2.061 3.460  0.00
H: 2.817 -0.562 1.258  -0.01
H: 2.988 1.137 1.666  0.01
H: 2.888 -1.151 3.736  0.00
H: 4.271 -0.172 3.246  0.01
H: 2.963 0.582 4.149  0.00
H: -1.252 -0.186 3.094  0.01
H: -0.131 -1.526 2.927  0.02
H: 0.125 0.703 5.035  0.00
H: -0.499 -0.946 5.271  0.00
H: 1.210 -0.707 4.900  0.00

=====

Arrangement Q

Entry from the Open Molecules 2025 dataset: a molecular structure, C26H59O2P3Re (ωB97M-V with the def2-TZVPD basis set).

Total charge: +4
Multiplicity: 4

Last column: Mulliken spin population.
CARTESIAN COORDINATES (ANGSTROEM)
Re: 0.071 0.495 -0.145  1.34
C: 1.797 -0.171 -0.842  -0.03
O: 2.792 -0.602 -1.306  0.07
C: -1.876 0.265 0.112  0.01
O: -3.042 0.116 0.210  0.15
P: -0.093 2.272 -1.530  0.08
C: -0.420 2.027 -3.359  0.10
H: -0.420 3.058 -3.742  -0.02
C: -1.543 3.397 -1.089  0.02
H: -2.411 2.735 -1.260  0.00
C: 1.504 3.246 -1.721  0.05
H: 2.148 2.505 -2.230  0.00
C: 1.022 -3.849 0.399  0.07
P: -0.494 -2.900 -0.176  -0.09
H: -0.916 -4.597 -1.788  0.03
H: 1.786 -3.481 -0.309  -0.01
C: -1.922 -3.711 0.750  0.11
H: -1.675 -4.783 0.706  0.03
C: -1.535 3.773 0.390  0.06
H: -2.449 4.346 0.606  0.00
H: -0.668 4.393 0.664  0.00
H: -1.549 2.891 1.043  0.00
C: -1.743 4.645 -1.950  0.01
H: -0.952 5.389 -1.798  0.00
H: -2.690 5.108 -1.637  0.01
H: -1.832 4.425 -3.018  0.00
C: 1.469 4.502 -2.596  0.01
H: 1.027 4.352 -3.585  0.00
H: 2.512 4.808 -2.764  0.02
H: 0.967 5.341 -2.101  0.00
C: 2.148 3.585 -0.382  0.08
H: 3.119 4.060 -0.587  0.01
H: 2.354 2.699 0.235  -0.02
H: 1.541 4.284 0.211  0.00
C: 0.697 1.247 -4.070  0.02
H: 1.486 1.924 -4.425  0.00
H: 0.284 0.732 -4.950  0.00
H: 1.161 0.485 -3.421  0.00
C: -1.808 1.445 -3.635  0.01
H: -1.883 0.396 -3.327  0.00
H: -1.980 1.488 -4.719  0.00
H: -2.613 2.007 -3.155  0.00
C: 0.926 -5.374 0.270  0.04
H: 0.654 -5.713 -0.737  0.00
H: 0.213 -5.793 0.993  0.00
H: 1.915 -5.796 0.505  0.00
C: 1.499 -3.467 1.800  -0.02
H: 0.842 -3.860 2.586  0.00
C: -1.691 -2.830 -2.763  0.01
H: 1.602 -2.381 1.917  0.02
H: 2.497 -3.905 1.954  0.00
C: 0.731 -3.481 -2.660  0.02
H: -1.277 -1.935 -3.245  0.00
H: -2.022 -3.510 -3.564  0.00
H: -2.575 -2.547 -2.175  0.00
C: -0.619 -3.544 -1.930  0.06
H: 0.581 -3.773 -3.708  0.00
H: 1.472 -4.164 -2.229  0.00
H: 1.134 -2.458 -2.638  0.00
C: -3.300 -3.499 0.105  0.00
H: -3.493 -2.432 -0.079  0.00
H: -4.071 -3.845 0.810  0.00
H: -3.420 -4.068 -0.826  0.00
C: -1.974 -3.255 2.207  0.02
H: -2.146 -2.173 2.264  0.00
H: -1.072 -3.503 2.775  0.00
H: -2.826 -3.750 2.692  0.00
H: -0.416 -0.989 -1.266  0.18
H: -0.412 -0.058 -1.813  0.25
C: -0.505 2.705 3.624  0.00
C: 0.798 2.389 2.890  0.02
P: 0.852 0.749 2.038  0.07
C: 2.658 0.298 2.162  0.00
C: 3.280 0.204 3.555  0.00
C: -0.049 -0.403 3.160  0.09
C: 0.286 -0.367 4.647  0.03
H: -0.807 3.735 3.403  0.00
H: -0.377 2.641 4.713  0.00
H: -1.342 2.049 3.347  0.00
H: 1.000 3.150 2.119  0.00
H: 1.649 2.419 3.583  0.01
H: 2.801 -0.658 1.636  0.00
H: 3.204 1.041 1.556  0.00
H: 3.070 -0.758 4.036  0.00
H: 4.372 0.275 3.456  0.00
H: 2.957 1.003 4.231  0.00
H: -1.119 -0.178 3.017  0.02
H: 0.090 -1.422 2.759  0.01
H: 0.328 0.653 5.051  0.00
H: -0.500 -0.901 5.195  0.00
H: 1.232 -0.868 4.869  0.00

=====

Going by the energies, arrangement Q is most stable and the next is 0.0241 hartree up.

=====

Arrangement P

Entry from the Open Molecules 2025 dataset: a gas-phase ion, C7H12N3 (charge +1) (ωB97M-V with the def2-TZVPD basis set).

Total charge: +1

Last column: Löwdin charge in e.
CARTESIAN COORDINATES (ANGSTROEM)
C: -1.417 0.721 1.890  -0.15
C: -0.823 2.277 -0.202  0.20
C: 0.270 1.846 -0.976  -0.15
C: 1.370 1.258 -0.146  -0.06
C: 0.727 -0.021 0.552  -0.28
C: -0.717 -2.326 0.061  -0.09
C: 0.325 -1.249 -0.459  -0.13
N: -2.097 1.816 1.660  0.04
N: -1.753 2.532 0.635  0.04
N: -0.429 0.365 1.134  0.14
H: -1.681 0.260 2.841  0.15
H: -0.146 1.312 -1.756  0.11
H: 0.837 2.755 -1.407  0.20
H: 2.017 0.998 -0.875  0.09
H: 1.775 1.848 0.617  0.12
H: 1.368 -0.472 1.343  0.18
H: -0.736 -2.553 1.133  0.07
H: -0.598 -3.273 -0.456  0.07
H: -1.745 -2.058 -0.201  0.07
H: -0.274 -0.829 -1.267  0.09
H: 1.194 -1.824 -0.766  0.11
H: -2.319 3.353 0.578  0.19

=====

Arrangement Q

Entry from the Open Molecules 2025 dataset: a gas-phase ion, C7H12N3 (charge +1) (ωB97M-V with the def2-TZVPD basis set).

Total charge: +1
SMILES: CC/[N+](C#N)=C(C)/C=C/N

Last column: Löwdin charge in e.
CARTESIAN COORDINATES (ANGSTROEM)
C: -0.063 -1.734 -0.122  -0.22
C: -2.523 -0.237 0.260  -0.12
C: -1.565 0.706 -0.015  -0.05
C: -0.215 0.637 -0.147  -0.18
C: 0.508 1.926 -0.502  0.04
C: 2.847 -0.805 0.774  -0.09
C: 1.960 -0.610 -0.460  -0.22
N: -0.581 -2.757 -0.131  0.23
N: -3.799 0.017 0.062  0.17
N: 0.544 -0.505 -0.236  -0.01
H: -2.384 -1.167 0.894  0.16
H: -1.987 1.770 -0.238  0.17
H: 1.493 1.991 -0.243  0.06
H: 0.001 2.598 0.162  0.10
H: 0.423 2.022 -1.502  0.08
H: 3.887 -1.063 0.471  0.09
H: 2.779 0.075 1.575  0.12
H: 2.562 -1.689 1.379  0.07
H: 2.175 -1.473 -1.076  0.13
H: 2.526 0.287 -0.973  0.16
H: -4.296 -0.788 0.478  0.15
H: -4.292 0.798 -0.406  0.17

=====

Going by the energies, arrangement Q is most stable and the next is 0.1627 hartree up.

=====

Arrangement P

Entry from the Open Molecules 2025 dataset: 2 unconnected molecules or ions with the total composition C4H12N4O (ωB97M-V with the def2-TZVPD basis set).

SMILES: C=CN(C)N.NC(N)=O

Last column: Löwdin charge in e.
CARTESIAN COORDINATES (ANGSTROEM)
C: 1.676 0.672 0.377  -0.06
N: 0.829 0.193 -0.724  -0.32
N: 0.151 1.137 -1.520  0.05
C: 0.992 -1.081 -1.243  -0.23
C: 0.424 -1.637 -2.319  -0.02
H: 0.756 1.423 -2.294  0.09
H: -0.050 1.991 -0.996  0.08
H: 1.672 -1.687 -0.647  0.11
H: 1.672 -0.046 1.203  0.09
H: 1.313 1.629 0.766  0.07
H: 2.706 0.808 0.031  0.08
H: -0.274 -1.085 -2.939  0.04
H: 0.642 -2.662 -2.595  0.04
C: -1.511 -0.253 1.983  -0.73
N: -1.710 -0.658 0.712  0.15
N: -1.502 1.092 2.112  0.14
O: -1.363 -1.014 2.925  0.03
H: -1.525 1.400 3.075  0.11
H: -1.173 -0.147 0.008  0.06
H: -1.598 -1.657 0.596  0.11
H: -2.129 1.579 1.488  0.10

=====

Arrangement Q

Entry from the Open Molecules 2025 dataset: a single C4H12N4O molecule (ωB97M-V with the def2-TZVPD basis set).

SMILES: N/C(=C\C(N)(N)N)CO

Last column: Löwdin charge in e.
CARTESIAN COORDINATES (ANGSTROEM)
C: 1.289 0.208 0.031  -0.69
C: -2.351 0.106 0.671  -0.22
C: -1.077 -0.776 0.276  -0.31
N: 2.072 1.026 0.926  0.07
N: 2.097 -0.925 -0.359  0.08
N: 0.806 1.043 -1.110  0.06
N: -1.360 -1.917 -0.434  0.10
C: 0.006 -0.142 0.747  -0.04
O: -2.120 1.486 0.589  -0.08
H: -1.494 1.646 -0.134  0.07
H: 2.965 1.270 0.520  0.07
H: 1.571 1.880 1.147  0.08
H: 2.942 -0.622 -0.830  0.07
H: 1.568 -1.539 -0.968  0.06
H: 0.258 0.472 -1.746  0.07
H: 1.589 1.434 -1.629  0.07
H: -0.588 -2.496 -0.721  0.08
H: -2.203 -2.403 -0.166  0.10
H: -3.121 -0.201 -0.051  0.11
H: -2.685 -0.113 1.688  0.12
H: -0.165 0.563 1.553  0.11

=====

Going by the energies, arrangement P is most stable and the next is 0.0306 hartree up.

=====

Arrangement P

Entry from the Open Molecules 2025 dataset: 3 unconnected molecules or ions with the total composition C4H13NO3 (ωB97M-V with the def2-TZVPD basis set).

Total charge: +1
Multiplicity: 2

Last column: Mulliken spin population.
CARTESIAN COORDINATES (ANGSTROEM)
C: 1.090 0.040 -1.403  0.08
C: 0.183 1.001 -2.160  0.00
C: 0.237 -0.647 -0.317  -0.02
N: -0.858 -1.332 -0.582  0.04
C: -1.428 -2.188 0.456  0.01
O: 0.474 -0.214 0.830  0.83
H: 1.846 0.557 -0.821  0.00
H: 1.499 -0.706 -2.076  0.02
H: -0.211 1.866 -1.634  0.00
H: 0.783 1.488 -2.935  0.02
H: -0.587 0.417 -2.658  0.00
H: -0.992 -1.618 -1.539  0.00
H: -2.474 -2.331 0.211  0.00
H: -1.467 -1.700 1.425  0.00
H: -1.001 -3.181 0.545  0.00
H: 0.413 3.461 0.532  0.00
H: 0.424 2.584 1.752  0.00
O: 0.298 2.536 0.798  0.01
H: 0.471 0.758 2.992  0.00
H: 0.498 -0.799 3.082  0.00
O: 0.800 0.009 3.503  0.01

=====

Arrangement Q

Entry from the Open Molecules 2025 dataset: 4 unconnected molecules or ions with the total composition C4H13NO3 (ωB97M-V with the def2-TZVPD basis set).

Total charge: +1
Multiplicity: 2

Last column: Mulliken spin population.
CARTESIAN COORDINATES (ANGSTROEM)
C: -0.746 -0.897 -0.070  0.04
C: 0.711 -0.462 -0.262  0.07
N: 1.013 -0.256 -1.608  0.76
C: 0.510 0.920 3.970  0.55
C: 1.354 -0.042 3.475  0.04
O: 1.971 -0.267 2.414  0.36
H: -1.027 -0.865 0.968  -0.01
H: -0.865 -1.850 -0.558  0.00
H: -1.364 -0.183 -0.593  0.00
H: 1.449 -1.072 0.261  0.02
H: 0.930 0.459 0.346  0.12
H: 2.005 -0.121 -1.818  -0.02
H: 0.373 1.918 3.597  0.03
H: 0.132 0.693 4.940  0.03
H: 1.366 -0.943 4.120  0.00
H: -2.133 -0.656 -4.443  0.01
H: 0.385 0.371 -2.130  -0.01
O: -1.919 -0.642 -3.507  -0.22
H: -1.268 2.195 -3.218  0.02
H: -1.738 0.288 -3.220  0.02
O: -1.139 1.410 -2.666  -0.83

=====

Arrangement R

Entry from the Open Molecules 2025 dataset: 2 unconnected molecules or ions with the total composition C4H13NO3 (ωB97M-V with the def2-TZVPD basis set).

Total charge: +1
Multiplicity: 2

Last column: Mulliken spin population.
CARTESIAN COORDINATES (ANGSTROEM)
C: 0.912 -0.399 0.542  0.05
C: 0.537 1.095 0.240  0.12
C: 1.555 2.158 0.717  0.02
O: 0.489 1.200 -1.142  0.11
N: -0.004 -1.428 0.074  0.61
C: -0.110 -1.719 -1.338  0.00
O: -0.999 -0.794 -1.957  0.05
H: 0.936 -0.582 1.594  0.02
H: 1.893 -0.561 0.096  0.00
H: -0.410 1.317 0.807  0.00
H: 1.200 3.134 0.506  0.01
H: 2.529 1.876 0.328  0.00
H: 1.851 1.973 1.749  0.00
H: -0.346 0.880 -1.524  0.00
H: -0.924 -1.349 0.500  -0.02
H: 0.845 -1.788 -1.893  0.00
H: -0.620 -2.681 -1.299  0.02
H: -1.416 -1.208 -2.740  0.00
H: -2.460 -0.324 2.351  0.00
H: -2.724 -0.056 0.859  0.00
O: -2.735 -0.743 1.529  0.00

=====

Going by the energies, arrangement P is most stable and the next is 0.0055 hartree up.